141
Properties=species:S:1:pos:R:3:forces:R:3 method="wB97M-V/def2-TZVPD" e_above_lowest_kcal_mol=217.2 e_tot_ev=-153343.676 homo_energy_ev=-1.1 charge=-1 orbital_gap_ev=2.296
Ba 0.112 0.200 -0.961 0.1 -11.2 -9.1
N 0.175 -3.347 1.313 -0.4 0.1 0.2
C 0.257 -3.841 0.023 0.4 -0.8 -0.1
O -0.750 -4.162 -0.586 -0.1 0.3 0.2
C 1.714 -4.031 -0.471 -0.5 0.1 -0.7
C 1.945 -4.384 -1.906 0.9 0.1 0.2
H -0.741 -2.971 1.527 0.0 -0.1 0.0
H 0.930 -2.723 1.561 0.1 0.0 0.0
H 2.159 -4.779 0.195 0.0 0.1 0.2
H 2.182 -3.061 -0.256 0.1 -0.1 0.3
H 1.770 -5.413 -2.206 -0.3 0.0 0.0
H 1.654 -3.616 -2.615 -0.2 0.0 -0.2
C 2.201 0.603 -4.518 0.0 -0.1 0.1
P 1.936 -0.941 -3.537 0.3 -0.2 -0.4
C 3.675 -1.419 -3.158 -0.2 0.1 0.1
C 1.580 -2.071 -4.966 -0.3 -0.2 0.0
C 2.527 -2.139 -5.990 0.0 0.0 0.0
C 2.359 -2.953 -7.094 0.1 0.1 0.0
C 1.216 -3.730 -7.194 -0.1 -0.1 0.0
C 0.272 -3.682 -6.186 0.0 0.0 -0.1
C 0.421 -2.864 -5.063 0.3 0.2 0.1
P -0.882 -2.931 -3.740 0.0 -0.2 -0.2
C -1.144 -4.770 -3.715 0.0 0.2 0.1
C -2.315 -2.489 -4.841 0.1 0.0 0.3
H 2.830 0.440 -5.393 0.1 0.1 0.0
H 2.659 1.355 -3.872 0.0 0.1 0.0
H 1.217 0.959 -4.821 0.1 0.1 0.0
H 4.302 -1.522 -4.044 0.0 0.0 0.1
H 3.637 -2.371 -2.613 0.0 -0.1 -0.1
H 4.092 -0.646 -2.505 0.0 0.0 0.0
H 3.434 -1.552 -5.922 0.0 0.0 0.0
H 3.117 -2.986 -7.867 0.0 0.0 0.0
H 1.068 -4.376 -8.051 0.0 0.0 0.0
H -0.611 -4.303 -6.274 0.0 0.0 0.0
H -1.869 -5.099 -4.466 0.0 0.0 0.0
H -1.486 -5.033 -2.716 0.0 -0.1 0.1
H -0.188 -5.264 -3.873 0.0 0.0 0.1
H -2.335 -3.077 -5.760 -0.1 0.0 0.0
H -2.243 -1.431 -5.071 -0.1 0.2 -0.1
H -3.239 -2.645 -4.278 0.0 0.0 -0.1
N 1.344 -0.860 0.502 2.2 -1.1 2.8
S 2.086 0.234 1.136 3.7 -2.8 1.9
N 1.627 0.749 2.659 0.4 0.6 0.7
S 1.272 2.149 3.175 -0.4 -0.4 -0.9
N 0.389 3.052 2.299 0.5 0.4 0.5
S -0.202 2.225 0.912 0.0 3.0 3.6
N 0.989 1.652 0.292 1.1 4.7 2.9
C -0.929 3.774 0.364 -0.4 0.3 0.1
C -0.018 4.775 0.074 0.2 -0.1 0.0
C -0.477 6.061 -0.134 0.0 -0.1 0.1
C -1.837 6.334 -0.042 -0.1 0.0 0.0
C -2.740 5.313 0.197 0.1 0.0 0.0
C -2.290 4.014 0.382 0.0 -0.1 -0.1
C -1.343 1.243 1.927 -0.5 0.2 0.2
C -1.104 -0.090 2.203 0.0 0.0 -0.2
C -1.828 -0.714 3.210 -0.1 0.0 0.0
C -2.789 -0.017 3.920 0.0 -0.1 0.0
C -3.014 1.326 3.649 0.0 0.0 -0.1
C -2.270 1.966 2.674 -0.2 -0.1 0.0
C 0.481 1.871 4.733 -0.1 -0.2 0.5
C -0.078 2.984 5.355 0.2 0.0 -0.4
C -0.709 2.834 6.572 -0.1 -0.1 0.2
C -0.779 1.578 7.170 0.1 0.0 -0.1
C -0.210 0.477 6.546 -0.1 0.0 0.3
C 0.428 0.618 5.325 0.2 0.0 -0.4
C 2.663 3.122 3.658 0.3 0.6 0.2
C 2.858 4.371 3.085 -0.3 -0.3 -0.2
C 3.938 5.139 3.478 0.3 0.1 0.1
C 4.815 4.664 4.445 -0.2 -0.1 -0.1
C 4.614 3.406 5.008 0.2 0.1 0.1
C 3.540 2.631 4.621 -0.3 -0.2 -0.1
C 3.396 1.355 0.460 -0.1 0.6 0.5
C 3.428 1.898 -0.819 -0.2 -0.2 0.0
C 4.416 2.812 -1.146 0.1 -0.1 -0.1
C 5.366 3.192 -0.206 0.0 0.0 0.0
C 5.335 2.642 1.065 0.0 0.0 0.0
C 4.351 1.722 1.394 0.1 -0.1 -0.1
C 3.388 -0.917 1.825 0.0 -0.2 0.1
C 4.283 -1.459 0.903 0.0 0.3 -0.1
C 5.010 -2.596 1.199 0.1 0.0 0.1
C 4.858 -3.219 2.432 0.0 0.0 0.1
C 3.987 -2.682 3.366 0.1 0.0 -0.1
C 3.255 -1.542 3.059 -0.1 0.3 0.1
H 1.029 4.517 -0.019 0.0 0.1 0.0
H 0.226 6.853 -0.355 0.0 0.0 -0.1
H -2.196 7.345 -0.184 0.0 0.0 0.0
H -3.803 5.510 0.223 0.0 0.0 0.0
H -2.988 3.197 0.480 0.0 0.0 0.0
H -0.318 -0.639 1.701 -0.1 -0.1 -0.1
H -1.626 -1.752 3.441 0.0 0.0 -0.1
H -3.359 -0.512 4.696 0.0 0.0 0.0
H -3.761 1.879 4.204 0.0 0.0 0.0
H -2.386 3.026 2.516 0.0 0.0 0.1
H -0.007 3.946 4.861 -0.1 0.0 0.1
H -1.143 3.691 7.070 0.0 0.0 -0.1
H -1.263 1.465 8.131 0.0 0.0 0.0
H -0.267 -0.496 7.016 0.0 0.0 0.0
H 0.872 -0.224 4.811 -0.1 0.0 0.0
H 2.152 4.700 2.332 0.0 0.1 0.0
H 4.104 6.109 3.028 0.0 0.0 0.0
H 5.648 5.273 4.770 0.0 0.0 0.0
H 5.301 3.031 5.755 0.0 0.0 0.0
H 3.380 1.646 5.045 0.0 0.0 0.0
H 2.681 1.643 -1.560 0.0 0.0 0.0
H 4.436 3.243 -2.138 0.0 -0.1 0.0
H 6.135 3.906 -0.474 0.0 0.0 0.0
H 6.074 2.924 1.806 0.0 0.0 0.0
H 4.336 1.272 2.376 0.0 0.0 0.0
H 4.389 -0.988 -0.069 0.0 -0.1 0.0
H 5.690 -3.011 0.466 -0.1 0.0 -0.1
H 5.412 -4.122 2.657 0.0 0.0 0.0
H 3.867 -3.155 4.333 0.0 0.0 0.0
H 2.566 -1.128 3.785 0.0 -0.1 0.0
O 0.134 2.632 -1.940 0.2 0.7 0.4
S -1.259 2.193 -2.011 -2.1 1.9 -5.0
O -1.616 1.410 -0.760 -4.1 3.5 1.8
O -2.210 3.254 -2.252 -0.1 0.1 0.4
S -1.302 0.833 -3.469 -0.9 0.2 -0.6
C -9.054 -2.059 -1.965 0.1 0.0 0.0
C -7.580 -1.886 -1.717 0.1 0.0 0.0
C -6.731 -2.981 -1.630 -0.1 0.0 0.0
C -5.376 -2.828 -1.365 0.2 0.0 0.0
C -4.463 -4.025 -1.279 0.0 0.2 0.0
C -4.871 -1.541 -1.155 -0.4 -0.1 -0.1
C -3.465 -1.394 -0.709 0.3 -0.2 0.0
O -3.172 -0.836 0.324 0.1 0.1 -0.1
C -5.699 -0.419 -1.278 0.1 0.1 0.0
C -5.143 0.972 -1.116 0.0 -0.1 0.1
C -7.042 -0.612 -1.566 0.0 -0.1 0.0
H -9.329 -3.113 -1.982 0.0 0.0 0.0
H -9.338 -1.613 -2.920 0.0 0.0 0.0
H -9.634 -1.564 -1.185 0.0 0.0 0.0
H -7.135 -3.980 -1.758 0.0 0.0 0.0
H -5.040 -4.948 -1.246 0.0 0.0 0.0
H -3.819 -3.978 -0.400 0.0 -0.1 0.0
H -3.801 -4.056 -2.148 0.0 -0.1 0.0
H -2.674 -1.856 -1.332 -0.1 0.0 0.0
H -4.157 1.059 -1.574 0.0 0.1 0.0
H -5.041 1.209 -0.054 0.1 0.0 0.0
H -5.805 1.707 -1.571 0.0 0.0 0.0
H -7.696 0.249 -1.665 0.0 0.0 0.0

---

139
Properties=species:S:1:pos:R:3:forces:R:3 method="wB97M-V/def2-TZVPD" e_above_lowest_kcal_mol=10.6 e_tot_ev=-98090.238 homo_energy_ev=-9.0 charge=+1 orbital_gap_ev=6.734
Ba 0.410 -0.033 -0.519 0.0 1.5 -1.1
C 0.965 -0.953 7.009 0.0 0.0 0.0
C 1.585 -2.031 6.108 0.0 0.0 0.0
C 3.076 -2.138 6.428 0.0 0.0 0.0
C 0.924 -3.387 6.392 0.0 0.0 0.0
C 1.340 -1.649 4.654 0.1 0.0 0.0
C 2.364 -1.393 3.750 0.0 0.0 0.0
C 2.043 -1.056 2.446 0.0 -0.1 -0.1
N 0.792 -0.951 2.001 0.0 -0.2 0.3
C -0.213 -1.168 2.863 0.0 -0.1 0.1
C 0.036 -1.529 4.177 0.0 0.0 0.0
C -1.603 -0.985 2.338 -0.1 -0.1 0.0
C -2.714 -1.116 3.165 0.0 0.0 0.1
C -3.998 -0.960 2.661 0.0 0.0 0.0
C -4.104 -0.688 1.299 0.0 0.1 0.0
C -2.959 -0.555 0.541 0.0 -0.1 0.1
N -1.729 -0.698 1.038 -0.3 -0.2 0.5
C -5.245 -1.055 3.530 0.0 0.0 0.0
C -6.183 -2.127 2.956 0.0 0.0 0.0
C -5.950 0.309 3.514 0.0 0.0 0.0
C -4.917 -1.418 4.978 0.0 0.0 0.0
H 1.151 -1.194 8.057 0.0 0.0 0.0
H -0.115 -0.879 6.870 0.0 0.0 0.0
H 1.407 0.025 6.803 0.0 0.0 0.0
H 3.199 -2.429 7.471 0.0 0.0 0.0
H 3.590 -1.186 6.287 0.0 0.0 0.0
H 3.567 -2.894 5.813 0.0 0.0 0.0
H 1.081 -3.663 7.435 0.0 0.0 0.0
H 1.356 -4.168 5.764 0.0 0.0 0.0
H -0.152 -3.363 6.212 0.0 0.0 0.0
H 3.404 -1.455 4.034 0.0 0.0 0.0
H 2.824 -0.861 1.715 0.0 0.0 0.0
H -0.786 -1.717 4.852 0.0 0.0 0.0
H -2.580 -1.331 4.213 0.0 0.0 0.0
H -5.067 -0.564 0.824 0.0 0.0 0.0
H -3.025 -0.333 -0.518 0.0 0.0 0.0
H -6.494 -1.891 1.938 0.0 0.0 0.0
H -7.081 -2.198 3.571 0.0 0.0 0.0
H -5.697 -3.104 2.945 0.0 0.0 0.0
H -6.250 0.595 2.504 0.0 0.0 0.0
H -5.295 1.089 3.908 0.0 0.0 0.0
H -6.846 0.270 4.134 0.0 0.0 0.0
H -4.410 -2.383 5.047 0.0 0.0 0.0
H -5.842 -1.489 5.550 0.0 0.0 0.0
H -4.293 -0.659 5.455 0.0 0.0 0.0
C 0.226 5.756 1.114 0.0 0.0 0.0
C 1.399 5.666 1.853 -0.1 0.0 0.0
C 2.356 4.718 1.526 0.1 -0.1 0.0
C 2.125 3.830 0.482 -0.1 0.2 -0.1
C 0.952 3.922 -0.259 0.1 0.1 -0.1
C 0.011 4.888 0.051 0.1 0.2 -0.2
N 3.137 2.872 0.215 0.1 -0.1 0.1
N 2.726 1.812 -0.281 -0.2 -0.1 0.3
C 3.695 0.794 -0.540 0.2 -0.2 -0.2
C 5.066 1.020 -0.343 0.0 0.1 0.0
C 5.950 -0.008 -0.589 0.0 0.0 0.0
C 5.462 -1.240 -1.034 0.0 0.0 0.0
C 4.101 -1.425 -1.226 0.0 0.0 -0.1
C 3.144 -0.419 -0.987 0.0 0.0 0.1
H -0.510 6.513 1.356 0.0 0.0 0.0
H 1.574 6.348 2.675 0.0 0.0 0.0
H 3.287 4.646 2.074 0.0 0.0 0.0
H 0.790 3.224 -1.069 0.0 0.0 -0.1
H -0.895 4.962 -0.540 0.2 0.1 0.0
H 5.417 1.988 -0.009 0.0 0.0 0.0
H 7.013 0.141 -0.448 0.0 0.0 0.0
H 6.156 -2.050 -1.234 0.0 0.0 0.0
H 3.777 -2.399 -1.589 0.0 0.0 0.0
C -3.139 3.546 -2.134 0.0 0.0 0.0
C -3.582 4.248 -1.027 0.0 0.0 0.0
C -3.091 3.903 0.221 -0.2 -0.1 0.0
C -2.170 2.865 0.324 -0.1 -0.1 0.0
N -1.747 2.181 -0.743 0.1 -0.1 0.1
C -2.227 2.521 -1.937 0.0 0.0 0.0
C -1.578 2.534 1.650 -0.1 0.0 0.1
C -2.322 2.687 2.816 0.0 0.0 0.0
C -1.704 2.481 4.039 0.0 0.0 0.0
C -0.360 2.151 4.060 0.0 0.0 0.0
C 0.291 1.985 2.847 0.0 0.0 0.0
N -0.302 2.140 1.667 -0.1 -0.2 0.0
H -3.485 3.786 -3.130 0.0 0.0 0.0
H -4.287 5.063 -1.130 0.0 0.0 0.0
H -3.385 4.461 1.098 0.0 0.0 0.0
H -1.866 1.930 -2.771 0.0 0.0 0.0
H -3.368 2.957 2.765 0.0 0.0 0.0
H -2.264 2.593 4.959 0.0 0.0 0.0
H 0.173 2.011 4.991 0.0 0.0 0.0
H 1.341 1.713 2.818 0.0 0.0 0.0
C 0.533 0.040 -6.144 0.0 0.0 0.0
C 1.739 0.735 -5.521 0.0 0.0 0.1
Sb 1.200 1.876 -3.773 0.1 0.0 0.0
C 0.034 3.402 -4.783 0.0 -0.1 0.1
C 0.692 4.025 -6.008 0.0 0.0 0.0
C 3.019 3.032 -3.567 -0.1 0.0 0.0
C 4.030 2.897 -4.701 0.0 0.0 0.0
H 0.827 -0.575 -6.997 0.0 0.0 0.0
H -0.201 0.767 -6.501 0.0 0.0 0.0
H 0.033 -0.606 -5.418 0.0 0.0 0.0
H 2.227 1.395 -6.237 0.0 0.0 0.0
H 2.483 0.007 -5.191 0.0 0.0 0.0
H -0.170 4.160 -4.021 0.0 0.0 0.0
H -0.932 2.957 -5.040 0.0 0.0 0.0
H 1.642 4.493 -5.749 0.0 0.0 0.0
H 0.057 4.795 -6.450 0.0 0.0 0.0
H 0.890 3.278 -6.778 0.0 0.0 0.0
H 3.468 2.719 -2.626 0.0 0.0 0.0
H 2.705 4.071 -3.438 0.0 0.0 0.0
H 4.369 1.866 -4.810 0.0 0.0 0.0
H 4.910 3.511 -4.499 0.0 0.0 0.0
H 3.620 3.215 -5.660 0.0 0.0 0.0
C 0.484 -4.657 -2.082 0.1 0.1 0.0
Te -0.042 -3.386 -0.447 -0.1 -0.6 0.1
C 1.883 -3.850 0.353 0.1 0.0 0.0
C 2.499 -4.857 -0.584 0.0 0.0 0.0
C 3.753 -5.396 -0.300 0.0 0.0 0.0
C 4.339 -6.309 -1.158 0.0 0.0 0.0
C 3.674 -6.695 -2.316 0.0 0.0 0.0
C 2.431 -6.163 -2.604 0.0 0.0 0.0
C 1.835 -5.241 -1.745 0.0 0.0 0.0
H 0.523 -4.072 -3.000 0.0 0.0 0.0
H -0.272 -5.432 -2.190 0.0 0.0 0.0
H 1.774 -4.247 1.361 0.0 0.0 0.0
H 2.483 -2.941 0.390 0.0 0.0 0.0
H 4.270 -5.088 0.601 0.0 0.0 0.0
H 5.313 -6.721 -0.925 0.0 0.0 0.0
H 4.125 -7.411 -2.990 0.0 0.0 0.0
H 1.911 -6.462 -3.507 0.0 0.0 0.0
S -2.071 -0.962 -2.974 0.1 -0.1 0.1
C -2.658 -1.073 -4.545 0.0 0.0 -0.1
N -2.898 -2.301 -5.087 0.0 0.0 0.0
C -3.371 -2.523 -6.338 0.0 0.0 -0.1
C -3.644 -1.479 -7.159 0.0 0.0 0.0
C -3.419 -0.175 -6.664 0.0 0.0 0.0
C -2.943 0.022 -5.402 0.0 0.0 0.0
H -2.696 -3.084 -4.479 0.0 0.0 0.0
H -3.508 -3.557 -6.620 0.0 0.0 0.0
H -4.020 -1.649 -8.155 0.0 0.0 0.0
H -3.625 0.676 -7.300 0.0 0.0 0.0
H -2.760 1.014 -5.016 0.0 0.0 0.0

---

146
Properties=species:S:1:pos:R:3:forces:R:3 method="wB97M-V/def2-TZVPD" e_above_lowest_kcal_mol=1.6 e_tot_ev=-120651.159 homo_energy_ev=-3.2 charge=-1 orbital_gap_ev=4.664
Cs -1.615 1.066 0.397 0.2 -0.9 -0.9
C 2.634 1.918 3.240 -0.1 0.0 0.0
C 3.201 1.560 1.868 0.0 0.0 0.0
C 3.114 0.051 1.587 0.0 0.0 0.0
Sb 2.405 -0.369 -0.406 -0.1 0.0 0.0
C 4.379 0.808 -1.132 0.0 0.0 -0.1
C 4.113 1.923 -1.931 0.0 0.0 0.0
C 5.114 2.714 -2.490 0.0 0.0 0.0
C 6.447 2.399 -2.261 0.0 0.0 0.0
C 6.752 1.291 -1.479 0.0 0.0 0.0
C 5.733 0.516 -0.934 0.0 0.0 0.0
C 3.567 -2.094 -1.013 0.0 0.0 0.1
C 3.458 -2.557 -2.322 0.0 0.0 0.0
C 4.210 -3.632 -2.783 0.0 0.0 0.0
C 5.103 -4.272 -1.935 0.0 0.0 0.0
C 5.236 -3.819 -0.630 0.0 0.0 0.0
C 4.478 -2.744 -0.181 0.0 0.0 0.0
Sb 0.514 1.405 3.246 0.3 0.1 0.4
C 0.001 2.804 4.784 0.0 0.0 0.0
C 0.142 4.163 4.517 0.0 0.0 0.0
C -0.220 5.119 5.456 0.0 0.0 0.0
C -0.736 4.723 6.682 0.0 0.0 0.0
C -0.886 3.371 6.958 0.0 0.0 0.0
C -0.522 2.419 6.014 0.0 0.0 0.0
C 0.573 -0.357 4.487 -0.1 0.0 0.0
C 1.645 -0.694 5.309 0.0 0.0 0.0
C 1.640 -1.872 6.045 0.0 0.0 0.0
C 0.554 -2.733 5.978 0.0 0.0 0.0
C -0.525 -2.409 5.169 0.0 0.0 0.0
C -0.511 -1.234 4.428 0.0 0.0 0.0
H 2.689 2.993 3.439 0.0 0.0 0.0
H 3.180 1.412 4.039 0.0 0.0 0.0
H 4.236 1.896 1.759 0.0 0.0 0.0
H 2.641 2.124 1.110 0.0 0.0 0.0
H 2.409 -0.437 2.264 0.0 0.0 0.0
H 4.085 -0.422 1.758 0.0 0.0 0.0
H 3.075 2.184 -2.134 0.0 0.0 0.0
H 4.855 3.570 -3.107 0.0 0.0 0.0
H 7.238 3.002 -2.692 0.0 0.0 0.0
H 7.791 1.029 -1.298 0.0 0.0 0.0
H 6.014 -0.352 -0.340 0.0 0.0 0.0
H 2.782 -2.049 -3.001 0.0 0.0 0.0
H 4.106 -3.970 -3.810 0.0 0.0 0.0
H 5.692 -5.110 -2.288 0.0 0.0 0.0
H 5.936 -4.302 0.043 0.0 0.0 0.0
H 4.616 -2.407 0.839 0.0 0.0 0.0
H 0.529 4.490 3.556 0.0 0.0 0.0
H -0.107 6.173 5.228 0.0 0.0 0.0
H -1.027 5.465 7.416 0.0 0.0 0.0
H -1.299 3.054 7.908 0.0 0.0 0.0
H -0.662 1.368 6.235 0.0 0.0 0.0
H 2.503 -0.037 5.382 0.0 0.0 0.0
H 2.489 -2.118 6.672 0.0 0.0 0.0
H 0.551 -3.653 6.549 0.0 0.0 0.0
H -1.377 -3.075 5.103 0.0 0.0 0.0
H -1.360 -0.992 3.799 0.0 0.0 0.0
N -1.202 3.955 -3.991 0.0 0.0 0.0
C 0.034 4.402 -3.561 0.0 0.0 0.0
C 1.038 5.139 -4.176 0.0 0.0 0.0
C 2.168 5.393 -3.420 0.0 0.0 0.0
C 2.296 4.925 -2.103 0.0 0.0 0.0
C 1.294 4.190 -1.502 0.0 0.0 0.0
C 0.145 3.930 -2.247 0.0 0.0 0.0
N -0.987 3.210 -1.901 0.0 0.0 0.0
C -1.750 3.242 -2.956 0.0 0.0 0.0
C -3.060 2.597 -3.048 -0.1 0.0 0.0
C -3.895 2.593 -4.125 0.0 0.0 0.0
S -5.314 1.714 -3.755 0.0 0.0 0.0
C -4.693 1.411 -2.182 0.0 0.0 0.0
N -3.529 1.920 -1.951 -0.1 0.1 0.0
H -1.600 4.082 -4.903 0.0 0.0 0.0
H 0.950 5.493 -5.195 0.0 0.0 0.0
H 2.983 5.955 -3.859 0.0 0.0 0.0
H 3.213 5.115 -1.562 0.0 0.0 0.0
H 1.404 3.792 -0.501 0.0 0.0 0.0
H -3.755 3.046 -5.092 0.0 0.0 0.0
H -5.226 0.798 -1.468 0.0 0.0 0.0
C -3.833 -1.594 1.613 0.1 0.0 0.0
N -4.209 -2.720 0.790 0.0 0.0 -0.1
C -4.056 -4.052 1.334 0.0 0.0 0.0
C -4.346 -4.898 0.111 0.0 0.0 0.0
N -3.852 -4.061 -0.976 0.0 0.0 0.0
C -4.290 -4.485 -2.289 0.0 0.0 0.0
C -3.880 -2.718 -0.560 0.0 0.0 0.0
N -3.646 -1.632 -1.190 0.0 0.0 0.0
C -3.257 -1.617 -2.590 0.0 0.0 0.0
C -1.890 -2.256 -2.892 -0.1 0.0 0.0
N -0.870 -1.238 -3.030 0.0 0.0 0.1
C 0.111 -1.454 -3.808 0.1 0.1 -0.1
N 0.407 -2.599 -4.568 0.0 -0.1 0.0
C 0.476 -3.899 -3.914 0.0 0.0 0.1
C 1.550 -2.312 -5.432 0.0 0.0 0.0
C 1.656 -0.794 -5.390 0.0 0.0 0.0
N 1.055 -0.483 -4.110 0.0 0.0 0.0
C 0.773 0.898 -3.809 0.0 0.0 0.0
H -4.492 -1.496 2.474 0.0 0.0 0.0
H -3.914 -0.698 1.012 -0.1 0.1 0.0
H -2.798 -1.687 1.967 0.0 0.0 0.0
H -4.759 -4.230 2.149 0.0 0.0 0.0
H -3.036 -4.220 1.700 0.0 0.0 0.0
H -5.427 -5.069 0.005 0.0 0.0 0.0
H -3.836 -5.862 0.119 0.0 0.0 0.0
H -4.195 -5.571 -2.336 0.0 0.0 0.0
H -3.673 -4.070 -3.078 0.0 0.0 0.0
H -5.340 -4.226 -2.483 0.0 0.0 0.0
H -3.172 -0.576 -2.900 0.0 0.0 0.0
H -4.030 -2.064 -3.224 0.0 0.0 0.0
H -1.969 -2.850 -3.814 0.0 0.0 0.0
H -1.650 -2.947 -2.074 0.0 0.0 0.0
H -0.308 -4.005 -3.171 0.1 0.0 -0.1
H 1.439 -4.034 -3.406 -0.1 0.0 -0.1
H 0.351 -4.684 -4.662 0.0 0.0 0.0
H 1.390 -2.698 -6.441 0.0 0.0 0.0
H 2.457 -2.775 -5.033 0.0 0.0 0.0
H 1.088 -0.333 -6.214 0.0 0.0 0.0
H 2.686 -0.439 -5.440 0.0 0.0 0.0
H 1.690 1.478 -3.919 0.0 0.0 0.0
H 0.438 0.977 -2.780 0.0 0.0 0.0
H -0.003 1.304 -4.477 0.0 0.0 0.0
F -6.870 3.292 2.908 0.0 0.0 0.0
C -5.760 2.544 3.160 0.0 0.0 0.0
F -6.020 1.332 2.627 0.0 0.0 0.0
F -5.718 2.397 4.491 0.0 0.0 0.0
C -4.531 3.184 2.580 0.0 0.0 0.0
C -4.674 4.339 1.840 0.0 0.0 0.0
C -3.565 4.930 1.249 0.0 0.0 0.0
C -2.349 4.302 1.438 0.0 0.1 0.1
N -2.182 3.195 2.151 -0.2 0.4 0.3
C -3.243 2.593 2.746 -0.1 0.1 0.0
S -2.966 1.128 3.588 0.0 0.0 0.0
H -5.656 4.776 1.717 0.0 0.0 0.0
H -3.646 5.830 0.656 0.0 0.0 0.0
H -1.449 4.700 0.974 0.0 0.0 0.0
C 1.885 -3.359 2.163 0.0 0.0 0.0
C 1.022 -3.275 0.907 0.0 0.0 0.0
C -0.299 -4.010 1.159 0.0 0.0 0.0
C 0.783 -1.829 0.482 0.0 0.0 0.0
H 2.082 -4.397 2.449 0.0 0.0 0.0
H 1.380 -2.871 3.002 0.0 0.0 0.0
H 2.840 -2.859 2.020 0.1 0.0 0.0
H 1.549 -3.796 0.095 0.0 0.0 0.0
H -0.824 -3.524 1.990 0.0 0.0 0.0
H -0.148 -5.064 1.427 0.0 0.0 0.0
H -0.951 -3.967 0.281 0.0 0.0 0.0
H 0.358 -1.288 1.348 0.0 0.0 0.0
H 0.016 -1.810 -0.307 0.0 0.0 0.0